{
  "formula": "C30H72N4O20S6",
  "method": "the ωB97M-V functional and the def2-TZVPD basis",
  "species": ["C", "C", "O", "S", "C", "O", "O", "H", "H", "H", "H", "H", "H", "H", "H", "C", "C", "O", "S", "C", "O", "O", "H", "H", "H", "H", "H", "H", "H", "H", "C", "C", "O", "S", "C", "O", "O", "H", "H", "H", "H", "H", "H", "H", "H", "C", "C", "O", "S", "C", "O", "O", "H", "H", "H", "H", "H", "H", "H", "H", "C", "C", "O", "S", "C", "O", "O", "H", "H", "H", "H", "H", "H", "H", "H", "C", "C", "O", "S", "C", "O", "O", "H", "H", "H", "H", "H", "H", "H", "H", "C", "C", "N", "H", "H", "H", "C", "C", "N", "H", "H", "H", "C", "C", "N", "H", "H", "H", "C", "C", "N", "H", "H", "H", "C", "C", "O", "H", "H", "H", "H", "H", "H", "C", "C", "O", "H", "H", "H", "H", "H", "H"],
  "positions_angstrom": [[1.7146, -4.1779, -6.2993], [0.4856, -3.2786, -6.7691], [0.5081, -2.0149, -6.1561], [-0.5611, -1.6851, -4.9127], [-1.8746, -1.0663, -6.0801], [-1.0425, -2.9674, -4.3687], [-0.1129, -0.5890, -4.0952], [2.5667, -3.5229, -6.1178], [1.9760, -4.9862, -6.9823], [1.4616, -4.6381, -5.3441], [0.6672, -3.2283, -7.8427], [-0.4669, -3.7907, -6.6328], [-2.2116, -1.9021, -6.6934], [-1.2851, -0.4174, -6.7278], [-2.7069, -0.6549, -5.5090], [1.3569, -6.5861, 3.8028], [2.2759, -5.4102, 3.4318], [1.8697, -4.1363, 4.0075], [0.4287, -3.4607, 3.4285], [1.0310, -2.2385, 2.2289], [-0.2939, -4.4269, 2.6182], [-0.2000, -2.7008, 4.5126], [1.7479, -7.5471, 3.4686], [0.3350, -6.6622, 3.4311], [1.3266, -6.4917, 4.8883], [3.2833, -5.6626, 3.7630], [2.1473, -5.4860, 2.3521], [1.4468, -1.4191, 2.8153], [0.1584, -1.9005, 1.6699], [1.7247, -2.8228, 1.6244], [-3.6783, -1.9745, 1.8025], [-4.2767, -1.5600, 3.1750], [-3.9045, -2.5042, 4.1547], [-4.2735, -2.1261, 5.6950], [-3.2082, -3.3716, 6.4919], [-3.8221, -0.8117, 5.9838], [-5.6471, -2.5258, 6.0662], [-2.6180, -1.7439, 1.9061], [-4.0830, -1.3820, 0.9821], [-3.8589, -3.0105, 1.5159], [-3.9209, -0.5378, 3.3045], [-5.3639, -1.5241, 3.1062], [-2.8452, -3.0579, 7.4706], [-2.3385, -3.4306, 5.8376], [-3.6934, -4.3345, 6.3320], [-8.1439, 3.9512, 3.4645], [-7.6720, 3.4813, 2.0113], [-6.2246, 3.4805, 2.0071], [-5.4037, 2.1452, 2.5195], [-4.4211, 2.8642, 3.9053], [-6.2654, 1.1249, 3.0950], [-4.4562, 1.7090, 1.5382], [-9.2316, 3.8816, 3.4780], [-7.7572, 4.8893, 3.8628], [-7.7383, 3.3292, 4.2624], [-8.1149, 2.4961, 1.8653], [-8.2079, 4.0736, 1.2696], [-3.8458, 2.1444, 4.4876], [-5.0647, 3.3001, 4.6694], [-3.7928, 3.6658, 3.5173], [2.4529, -0.8776, -2.2398], [1.5422, 0.2704, -1.5777], [1.2289, -0.0218, -0.2248], [0.2279, 0.9828, 0.4725], [-1.4044, 0.4777, -0.3057], [0.0638, 0.5504, 1.8410], [0.4339, 2.4236, 0.1393], [2.4449, -0.9534, -3.3271], [2.0053, -1.8093, -1.8937], [3.4895, -0.8321, -1.9059], [1.9897, 1.2500, -1.7454], [0.5952, 0.2420, -2.1167], [-1.4047, 0.9102, -1.3062], [-2.2202, 0.8423, 0.3185], [-1.3761, -0.6111, -0.3484], [-1.8161, 9.8682, 1.6478], [-2.1068, 8.3694, 1.6123], [-0.8995, 7.6235, 1.6948], [-0.8716, 6.1150, 0.8969], [0.7058, 5.5727, 1.7610], [-1.9570, 5.3215, 1.4327], [-0.7223, 6.2634, -0.5189], [-2.6363, 10.5707, 1.4996], [-0.9742, 10.1291, 1.0066], [-1.7195, 10.1291, 2.7017], [-2.7371, 8.0368, 2.4369], [-2.5040, 8.1253, 0.6270], [1.3354, 5.1390, 0.9840], [0.4366, 4.7577, 2.4329], [1.2221, 6.4809, 2.0719], [0.3901, -4.6088, -1.9063], [-0.5270, -3.8430, -1.0165], [-1.1893, -3.2573, -0.3061], [0.9184, -3.8469, -2.4793], [-0.3442, -5.0339, -2.5905], [1.0523, -5.3015, -1.3868], [8.1153, 1.3861, 0.2464], [6.8417, 0.8461, -0.2516], [5.8320, 0.4240, -0.6268], [8.0346, 1.5189, 1.3252], [8.1966, 2.3224, -0.3058], [8.9531, 0.7417, -0.0200], [4.8669, 1.3900, -4.1736], [5.8386, 0.5282, -4.8788], [6.6591, -0.0851, -5.4665], [4.6526, 1.0282, -3.1680], [4.0716, 1.3125, -4.9149], [5.4470, 2.3112, -4.1182], [-3.7363, -3.2485, -2.2001], [-3.2327, -1.8726, -2.4810], [-2.8721, -0.7945, -2.7356], [-4.0725, -3.5318, -1.2027], [-3.0039, -4.0257, -2.4184], [-4.5986, -3.2421, -2.8669], [4.9036, -3.9786, -2.4930], [5.4164, -2.9295, -1.5048], [5.9494, -1.9017, -2.3653], [5.8402, -4.2630, -2.9725], [4.1487, -3.6414, -3.2033], [4.4207, -4.8929, -2.1480], [6.1959, -3.3455, -0.8665], [4.5897, -2.5824, -0.8850], [5.9204, -1.1110, -1.8217], [4.3617, 3.7513, 0.1835], [4.3884, 3.9370, -1.3426], [3.3111, 4.7370, -1.5399], [3.4671, 3.1366, 0.2836], [4.2393, 4.6418, 0.8002], [5.2016, 3.1288, 0.4917], [4.1579, 2.9907, -1.8319], [5.2767, 4.4516, -1.7090], [3.2096, 4.6377, -2.4893]],
  "atomic_forces_ev_per_a": [[-1.37, 0.79, 0.79], [1.64, -2.58, -0.36], [-0.14, 1.21, 1.81], [-2.64, -1.20, -2.00], [1.18, -0.61, 0.80], [1.43, 1.87, -0.31], [0.44, -1.41, -0.95], [0.06, -0.05, -0.26], [-0.15, 0.27, -0.22], [0.06, -0.04, 0.12], [-0.39, 1.01, -0.07], [0.05, 0.04, 0.22], [0.10, -0.17, 0.27], [-0.53, 0.49, 0.22], [0.32, 0.29, -0.10], [0.01, 0.00, 1.47], [-1.85, -1.29, -1.13], [-1.49, 0.01, -0.70], [-0.09, 1.42, -0.50], [-0.08, -0.97, 1.19], [0.61, 0.33, 1.40], [1.12, -1.95, -1.23], [0.73, 0.07, 0.35], [0.10, 1.05, -0.15], [-0.32, -0.88, 0.25], [-0.08, 0.61, -0.04], [0.85, 1.23, -0.40], [0.23, -0.12, -0.37], [0.12, -0.21, 0.09], [0.12, 0.49, -0.16], [0.01, 0.14, 0.91], [-0.95, 0.40, -2.61], [0.06, 0.04, 1.63], [-1.41, -2.82, 1.32], [0.44, 0.49, -1.92], [0.13, 0.88, -0.12], [2.17, 1.03, -1.31], [0.14, -0.45, -0.48], [-0.08, 0.38, 0.27], [0.22, -0.12, 0.39], [0.12, -0.16, 0.85], [-0.08, 0.05, 0.15], [-0.71, -0.18, 0.02], [0.26, 0.25, 0.05], [-0.23, 0.16, 0.81], [0.56, -0.69, -0.71], [-1.11, -0.04, 3.24], [0.31, -1.15, -0.58], [0.56, -0.49, 2.16], [-0.71, 0.65, -0.15], [0.01, 1.44, -0.85], [-0.48, 0.62, -0.35], [0.02, 0.30, 0.26], [-0.33, 0.67, -1.02], [-0.22, -0.93, -0.38], [0.60, -0.33, 0.09], [1.26, 0.57, -0.36], [0.04, -0.55, -0.81], [-0.50, 0.06, -0.38], [0.06, -0.22, -0.20], [-0.94, 0.61, 1.60], [0.56, -1.15, -2.99], [1.12, 0.33, 0.79], [-4.26, 2.20, -0.18], [1.91, 0.43, 0.02], [1.27, 0.47, -0.56], [0.63, -3.36, 0.70], [-0.28, 0.68, 0.05], [0.17, -0.21, 0.12], [-0.10, 0.05, 0.10], [0.04, 0.05, 0.58], [0.12, 0.16, -0.14], [-0.31, -0.11, 0.12], [0.25, 0.14, 0.00], [-0.11, 0.06, 0.02], [-0.18, -0.02, 1.35], [-0.52, 0.20, -1.25], [1.03, -1.56, -0.81], [0.77, 0.16, 2.69], [-0.72, 0.23, -2.02], [0.49, 0.72, -0.58], [-0.06, 0.37, 0.47], [-0.53, -0.63, -1.08], [0.00, 0.06, 0.33], [1.31, 0.00, 0.16], [-0.33, 0.14, -0.26], [-0.74, -0.03, 0.14], [-0.18, -0.11, -0.23], [0.01, 0.64, 0.37], [-0.37, -0.29, 0.65], [-1.48, 1.31, 0.08], [2.16, -1.34, -0.73], [-1.18, 1.01, 0.93], [0.32, -0.25, -0.01], [0.59, -0.72, -0.27], [-0.32, 0.07, -0.08], [-0.78, -0.01, -0.60], [-0.70, -0.83, -0.07], [1.01, 0.60, 0.34], [0.18, 0.18, -0.14], [0.44, 0.25, 0.43], [-0.16, -0.04, 0.07], [1.47, -1.07, -1.01], [3.06, -2.32, -1.18], [-2.72, 1.95, 1.78], [-0.22, -0.12, -0.25], [-0.71, 0.97, 0.69], [-0.86, 0.53, -0.02], [-0.14, 0.63, -0.62], [0.78, 0.84, 0.75], [-0.82, -1.93, 0.25], [0.06, 1.01, 0.21], [0.01, 0.35, -0.62], [-0.09, -0.88, -0.06], [0.48, -0.59, 0.01], [-0.92, -0.29, -1.13], [-0.41, -0.49, 0.88], [-0.39, -0.29, -0.74], [0.44, 0.76, -0.15], [0.38, -0.05, 0.91], [0.04, -0.04, 0.06], [0.10, 0.41, 0.17], [0.20, 0.44, -0.07], [0.26, -1.57, -0.74], [0.99, -0.26, 2.43], [-1.99, 1.54, -1.77], [-0.10, 0.02, 0.60], [0.28, 0.15, -0.45], [0.08, 0.17, 0.36], [0.87, -0.42, 0.02], [0.53, -0.43, -0.15], [-0.99, 0.81, -0.22]],
  "mulliken_charge": [-0.969, -0.297, -0.355, 1.123, -1.120, -0.628, -0.549, 0.262, 0.429, 0.125, 0.422, 0.303, 0.346, 0.399, 0.389, -1.173, -0.075, -0.381, 1.214, -0.241, -0.569, -0.661, 0.400, 0.315, 0.283, 0.451, 0.098, 0.433, -0.357, 0.180, -0.764, -0.295, -0.185, 1.125, -0.526, -0.603, -0.636, -0.047, 0.404, 0.328, 0.130, 0.420, 0.342, -0.050, 0.333, -1.011, -0.292, -0.233, 0.944, -0.772, -0.610, -0.529, 0.352, 0.321, 0.262, 0.284, 0.397, 0.316, 0.325, 0.227, -0.561, -0.003, 0.102, 0.878, -0.636, -0.607, -0.544, 0.452, -0.031, -0.150, 0.160, 0.284, 0.432, 0.443, -0.119, -1.231, -0.154, -0.303, 1.052, -0.533, -0.536, -0.595, 0.386, 0.292, 0.315, 0.257, 0.340, 0.001, 0.314, 0.382, -0.736, 0.265, -0.236, 0.038, 0.290, 0.419, -0.970, 0.555, -0.532, 0.302, 0.276, 0.344, -0.043, 0.147, -0.485, -0.194, 0.275, 0.316, -0.862, 0.709, -0.527, 0.187, 0.173, 0.406, -1.120, 0.057, -0.411, 0.325, 0.185, 0.358, 0.334, 0.091, 0.204, -0.748, 0.477, -0.481, 0.001, 0.356, 0.132, -0.380, 0.377, 0.285],
  "homo_lumo_gap_ev": 10.32,
  "e_lumo_ha": 0.007,
  "total_charge": 0,
  "smiles": "CCOS(C)(=O)=O.CCOS(C)(=O)=O.CCOS(C)(=O)=O.CCOS(C)(=O)=O.CCOS(C)(=O)=O.CCOS(C)(=O)=O.CC#N.CC#N.CC#N.CC#N.CCO.CCO",
  "total_energy_ev": -144190.209,
  "spin_multiplicity": 1
}